1.
60
Properties=species:S:1:pos:R:3:forces:R:3:mulliken_spin:R:1 method="wB97M-V/def2-TZVPD" total_energy_ha=-5458.3687 s2=8.80 e_above_lowest_kj_mol=186.3 homo_lumo_gap_ev="7.584 / 4.076" e_lumo_ev="-6.39 / -9.93" multiplicity=6 total_charge=+2 e_homo_ev="-14.0 / -14.0"
Cr 0.027 0.421 0.809 0.177 -0.232 -0.193 3.177
C 1.189 2.960 -1.666 0.050 0.159 0.029 0.005
N 0.005 2.971 -0.888 -0.035 -0.462 0.030 0.038
C -1.291 2.938 -1.497 0.031 0.124 0.077 0.009
C -2.175 1.923 -0.842 0.027 -0.005 -0.100 0.013
N -1.795 0.850 -0.170 -0.219 -0.079 0.261 -0.056
C -3.005 0.186 0.184 0.217 -0.021 -0.046 0.001
C -3.261 -0.997 0.882 0.041 0.024 0.049 -0.002
C -4.574 -1.389 1.023 -0.080 0.022 -0.003 0.001
C -5.637 -0.635 0.499 0.026 -0.057 0.034 0.000
C -5.405 0.537 -0.184 0.001 0.021 0.001 0.001
C -4.074 0.913 -0.323 -0.028 0.173 -0.126 -0.006
N -3.504 2.011 -0.956 -0.084 -0.107 0.012 0.006
C 2.182 1.991 -1.120 -0.089 -0.197 0.140 0.118
N 1.883 0.879 -0.396 0.049 0.130 -0.166 0.035
C 3.062 0.273 -0.156 0.275 -0.135 0.039 0.234
C 3.389 -0.955 0.529 -0.138 0.190 -0.088 0.119
C 4.700 -1.296 0.625 0.277 0.103 -0.088 0.019
C 5.722 -0.488 0.056 -0.114 -0.111 0.070 0.235
C 5.443 0.708 -0.644 0.051 -0.059 0.053 0.101
C 4.133 1.050 -0.727 -0.285 -0.023 -0.011 0.053
N 3.489 2.127 -1.317 0.109 0.010 -0.053 -0.017
H 1.692 3.931 -1.772 -0.023 0.015 -0.001 0.003
H 0.963 2.628 -2.685 -0.010 0.004 -0.020 0.014
H 0.064 3.329 0.052 0.001 0.192 -0.056 0.001
H -1.182 2.668 -2.550 -0.017 -0.014 -0.022 0.000
H -1.804 3.905 -1.479 0.010 0.033 -0.011 0.000
H -2.477 -1.597 1.315 0.005 0.029 0.020 0.003
H -4.793 -2.300 1.562 -0.004 0.003 -0.012 0.000
H -6.652 -0.981 0.637 0.009 0.003 0.010 0.000
H -6.212 1.134 -0.588 0.013 -0.015 0.000 0.000
H -4.001 2.756 -1.419 -0.006 0.007 0.000 0.000
H 2.619 -1.569 0.956 -0.033 0.031 0.033 0.024
H 4.988 -2.199 1.145 -0.005 0.001 -0.018 0.004
H 6.752 -0.803 0.157 0.002 0.015 0.001 -0.003
H 6.237 1.302 -1.077 0.004 -0.009 0.008 0.006
H 3.924 2.895 -1.809 0.013 0.000 0.009 0.000
C 1.465 -3.277 -1.745 -0.058 0.038 0.011 -0.002
O 1.160 -1.993 -1.130 0.087 -0.144 -0.007 -0.006
P -0.089 -1.835 -0.153 -0.014 0.011 0.020 -0.117
O -0.064 -3.041 0.849 0.094 -0.053 -0.036 -0.001
C 0.129 -2.997 2.288 -0.081 0.055 -0.030 0.007
O -1.351 -2.250 -1.004 -0.026 -0.066 -0.193 -0.005
C -1.684 -1.638 -2.266 0.005 -0.036 0.091 0.004
H 1.643 -4.022 -0.973 0.008 -0.008 -0.006 0.000
H 2.358 -3.127 -2.343 0.006 0.009 -0.003 -0.001
H 0.640 -3.592 -2.380 0.000 -0.004 -0.001 0.000
H -0.848 -3.015 2.764 0.003 -0.012 0.018 0.000
H 0.671 -2.102 2.579 0.012 -0.001 0.010 -0.005
H 0.684 -3.892 2.548 0.008 -0.010 0.000 0.000
H -1.629 -2.405 -3.035 -0.010 0.001 -0.015 0.000
H -1.003 -0.822 -2.511 0.015 0.000 0.008 0.001
H -2.702 -1.264 -2.185 -0.014 0.004 -0.023 0.000
F 0.150 2.120 1.679 0.010 0.542 0.217 0.079
As -0.022 1.424 3.640 -0.042 0.252 -0.085 0.529
F -1.433 2.348 3.688 0.022 0.013 0.024 0.043
F -1.040 0.010 2.299 -0.368 -0.096 0.218 0.097
F 1.145 2.604 4.027 -0.019 0.031 0.117 0.090
F 1.402 -0.035 2.008 0.135 -0.144 -0.185 0.043
F -0.207 0.723 5.191 0.009 -0.150 -0.012 0.109

***

2.
119
Properties=species:S:1:pos:R:3:forces:R:3:lowdin_charge:R:1 method="wB97M-V/def2-TZVPD" total_energy_ha=-7802.0609 e_above_lowest_kj_mol=204.3 homo_lumo_gap_ev=5.267 e_lumo_ev=-1.59 multiplicity=1 total_charge=0 e_homo_ev=-6.9
Lu -9.656 -25.967 1.328 -0.511 2.745 0.463 1.671
N -10.200 -23.924 0.017 0.554 0.286 -0.955 -0.006
C -10.214 -22.539 0.483 -0.512 0.040 1.367 -0.217
C -9.870 -21.536 -0.413 0.471 -0.089 0.423 -0.064
C -9.548 -20.273 0.064 -0.866 0.496 0.093 -0.083
C -9.618 -20.035 1.467 1.274 1.099 -1.371 -0.093
C -10.069 -20.999 2.323 -1.035 -0.715 1.068 -0.068
C -10.566 -22.213 1.836 1.226 -1.701 -1.362 -0.117
C -11.426 -23.170 2.607 0.095 0.092 -0.298 -0.222
C -12.260 -22.554 3.514 -1.459 0.439 0.884 -0.070
C -13.327 -23.282 4.078 0.116 -0.155 0.432 -0.108
C -13.652 -24.537 3.571 -0.732 0.017 -0.224 -0.120
C -12.822 -25.131 2.617 0.008 0.503 0.960 -0.169
C -11.609 -24.544 2.268 1.281 -0.309 -1.052 -0.169
H -9.525 -23.887 -0.762 -0.488 -0.129 0.104 0.076
H -11.104 -24.158 -0.408 0.093 -0.206 0.177 0.066
H -9.818 -21.772 -1.478 0.106 0.079 0.242 0.097
H -9.408 -19.505 -0.726 0.334 -0.271 1.105 0.107
H -9.214 -19.103 1.888 -0.378 -0.346 -0.344 0.105
H -10.114 -20.855 3.426 0.046 0.178 -1.018 0.122
H -12.229 -21.458 3.710 0.253 -0.990 0.019 0.115
H -13.860 -22.900 4.949 -0.170 0.226 -0.492 0.091
H -14.609 -25.061 3.808 0.866 0.605 0.226 0.104
H -13.183 -26.080 2.235 0.483 -0.240 -0.180 0.077
Br -12.286 -23.133 -3.509 0.549 -0.757 0.089 0.673
C -11.881 -25.038 -3.260 -1.266 0.817 -1.251 -0.672
C -11.896 -25.845 -4.422 0.242 1.341 0.344 -0.105
C -11.882 -27.201 -4.200 -0.434 -0.576 0.577 -0.053
C -11.866 -27.657 -2.874 0.291 0.369 -0.528 -0.009
C -11.899 -26.739 -1.830 0.024 -1.977 0.430 -0.197
N -11.945 -25.446 -2.023 0.524 1.071 0.028 0.088
C -12.001 -27.377 -0.428 -0.497 -0.637 -0.750 -0.507
O -12.735 -28.379 -0.406 1.501 1.593 1.080 0.050
O -11.253 -26.836 0.497 -2.088 -2.037 -1.670 -0.255
H -11.946 -25.364 -5.416 0.021 -0.485 0.752 0.109
H -12.044 -27.899 -5.015 0.414 0.056 0.031 0.113
H -11.819 -28.699 -2.608 -0.272 -0.185 -0.178 0.111
C -9.139 -30.539 1.813 0.549 -0.519 -0.192 -0.026
C -9.207 -31.045 0.512 -0.265 2.011 0.220 -0.004
C -9.147 -30.110 -0.555 0.660 0.219 1.284 0.024
C -8.746 -28.791 -0.278 -1.757 -0.369 0.914 -0.203
N -8.700 -28.289 1.012 1.137 -1.106 -1.620 0.043
C -8.780 -29.208 1.952 -0.661 -0.261 0.544 -0.148
C -8.391 -27.856 -1.340 -1.400 1.795 -3.022 -0.193
C -8.267 -28.193 -2.764 1.352 0.792 1.757 0.013
C -7.617 -27.277 -3.604 -1.171 0.686 0.141 -0.043
C -7.245 -26.005 -3.103 0.088 -1.577 0.459 -0.041
C -7.550 -25.751 -1.785 -1.762 0.542 0.345 -0.111
N -8.344 -26.540 -1.006 2.316 -1.151 0.398 0.067
H -9.282 -31.032 2.802 0.308 -0.329 -1.327 0.106
H -9.235 -32.071 0.280 -0.668 -1.142 -0.071 0.098
H -9.447 -30.399 -1.555 0.601 -0.121 -0.015 0.111
H -8.510 -28.973 2.956 -0.221 1.013 0.658 0.097
H -8.564 -29.158 -3.146 0.149 -0.076 0.130 0.100
H -7.543 -27.464 -4.680 0.120 -0.162 0.440 0.114
H -6.731 -25.242 -3.660 0.193 -0.093 -0.294 0.103
H -7.287 -24.796 -1.344 -0.126 0.162 0.027 0.093
F -4.340 -20.230 -7.605 -0.017 -0.497 1.759 0.011
C -4.261 -20.641 -6.272 0.857 -0.144 -0.364 -0.230
C -5.048 -20.016 -5.297 -0.459 0.947 -0.680 -0.014
C -4.852 -20.357 -3.962 -0.601 0.121 -0.485 -0.145
C -4.045 -21.410 -3.617 0.824 -1.525 0.444 -0.453
C -3.298 -22.057 -4.579 0.120 -0.923 -0.892 -0.144
C -3.317 -21.634 -5.930 -0.671 0.984 0.858 0.000
Sb -4.334 -22.494 -1.768 0.148 1.025 1.329 1.517
C -3.290 -20.994 -0.472 -0.263 -0.832 0.398 -0.350
C -3.510 -21.262 0.889 0.362 0.487 -0.316 -0.129
C -2.472 -20.975 1.822 -1.916 0.072 -0.012 -0.016
C -1.472 -20.135 1.423 1.701 0.795 -1.054 -0.228
F -0.445 -19.866 2.318 -1.087 0.025 -0.851 0.013
C -1.358 -19.598 0.077 -0.775 -1.983 2.274 0.003
C -2.195 -20.176 -0.847 -1.229 -0.469 -0.257 -0.140
C -2.721 -23.967 -1.479 0.937 0.726 -0.632 -0.364
C -1.391 -23.605 -1.781 -1.378 -0.599 -0.193 -0.127
C -0.393 -24.555 -1.819 0.527 -0.475 0.112 -0.019
C -0.654 -25.877 -1.479 -2.735 0.891 0.975 -0.290
F 0.293 -26.785 -1.445 0.968 -0.671 -0.168 0.089
C -1.956 -26.239 -1.019 1.293 -0.360 0.300 -0.006
C -2.951 -25.280 -1.037 -0.121 0.930 -0.489 -0.139
H -5.806 -19.229 -5.577 1.085 -0.961 0.224 0.137
H -5.404 -19.881 -3.176 -0.432 0.423 0.108 0.096
H -2.818 -23.016 -4.257 0.193 1.113 -0.720 0.096
H -2.543 -21.945 -6.610 -0.291 -0.379 -0.444 0.108
H -4.518 -21.608 1.207 1.147 -0.374 -0.078 0.097
H -2.618 -21.346 2.845 0.508 0.424 -0.404 0.124
H -0.614 -18.908 -0.218 0.775 0.513 0.041 0.098
H -2.098 -19.969 -1.903 0.230 0.205 -0.129 0.093
H -1.156 -22.592 -2.052 0.102 0.302 -0.056 0.090
H 0.601 -24.238 -2.080 0.356 -0.163 -0.078 0.114
H -2.127 -27.228 -0.528 0.213 0.857 -0.777 0.128
H -3.941 -25.487 -0.687 -0.458 -0.490 0.173 0.081
F -6.980 -22.886 2.803 0.281 -0.636 -0.186 0.157
B -6.493 -23.894 2.003 -1.240 0.120 -0.562 -1.107
F -6.214 -23.494 0.719 -0.145 -0.207 0.375 0.095
F -5.610 -24.747 2.542 0.296 -0.103 0.342 0.202
F -7.853 -24.920 1.794 0.908 0.705 0.038 -0.262
I -10.685 -29.975 5.869 0.197 0.589 0.001 0.880
C -9.873 -28.103 5.327 0.761 0.056 0.401 -0.704
C -8.659 -27.620 5.833 0.132 -0.175 -0.423 -0.110
C -8.137 -26.410 5.384 0.316 -0.558 0.925 -0.027
C -8.793 -25.749 4.380 -0.491 -0.777 -0.733 -0.102
N -9.802 -26.337 3.694 -0.191 -0.335 1.673 -0.032
C -10.419 -27.410 4.282 0.040 1.010 -1.254 -0.200
H -8.071 -28.217 6.495 0.081 -0.235 0.564 0.097
H -7.173 -26.036 5.763 -0.749 -0.076 -0.040 0.131
H -8.471 -24.775 4.077 0.192 0.285 -0.561 0.106
H -11.384 -27.681 3.867 0.208 -0.167 -0.374 0.112
N -7.605 -16.860 6.852 -0.020 -1.796 0.145 0.162
C -7.646 -18.019 6.941 0.038 1.899 0.044 -0.172
C -7.732 -19.450 7.034 0.904 -0.309 -2.035 -0.243
C -7.160 -20.217 5.978 0.164 -0.092 0.723 0.006
C -7.364 -21.599 5.957 -0.954 1.245 0.594 -0.102
N -8.066 -22.183 6.951 0.732 -0.521 -0.300 0.053
C -8.490 -21.472 7.978 -0.907 -0.270 0.606 -0.142
C -8.424 -20.072 8.022 -0.857 -0.092 1.301 -0.028
H -6.523 -19.706 5.270 -0.220 -0.125 -0.268 0.115
H -7.094 -22.202 5.094 0.186 0.009 0.250 0.092
H -8.994 -22.061 8.793 0.484 0.793 -0.866 0.123
H -8.937 -19.443 8.774 0.433 -0.791 -0.291 0.132

***

3.
56
Properties=species:S:1:pos:R:3:forces:R:3:lowdin_charge:R:1 method="wB97M-V/def2-TZVPD" total_energy_ha=-1746.5265 homo_lumo_gap_ev=7.434 e_lumo_ev=-3.47 multiplicity=1 total_charge=+1 e_homo_ev=-10.9
Pd 0.421 -0.640 -1.522 -0.340 -0.198 0.204 0.662
N 2.438 1.094 -2.720 0.015 -0.010 -0.056 0.039
N 2.295 0.925 -4.093 0.007 0.026 -0.001 -0.020
C 1.459 -0.001 -4.618 0.214 0.079 0.087 -0.388
N 1.415 -0.067 -5.945 0.069 0.127 0.026 0.208
N 0.768 -0.742 -3.749 -0.293 -0.515 -0.158 0.060
N -0.155 -1.667 -4.271 -0.086 0.528 0.122 -0.422
O -0.922 -2.115 -3.451 0.099 -0.071 0.015 0.044
O -0.174 -1.945 -5.455 -0.046 -0.324 -0.021 0.062
H 2.252 2.054 -2.459 -0.014 -0.001 0.009 0.101
H 3.365 0.819 -2.421 0.005 0.016 0.004 0.103
H 2.902 1.427 -4.724 0.003 0.001 0.006 0.155
H 1.920 0.595 -6.507 0.021 0.016 0.011 0.128
H 0.838 -0.776 -6.372 0.036 0.020 -0.003 0.095
C -1.768 0.866 3.252 0.020 0.005 -0.019 -0.034
C -2.614 0.328 2.128 -0.047 -0.021 0.025 -0.257
C -4.000 0.367 2.262 0.016 -0.012 -0.004 -0.032
C -4.846 -0.114 1.275 -0.019 -0.001 -0.002 -0.054
C -4.324 -0.662 0.113 0.025 0.009 0.024 -0.066
C -2.951 -0.706 -0.048 -0.010 0.012 -0.028 -0.092
C -2.096 -0.212 0.941 -0.110 -0.098 -0.203 -0.317
P -0.339 -0.322 0.574 0.652 0.286 0.056 1.032
C 0.475 1.219 1.116 -0.090 -0.098 0.104 -0.319
C 1.515 1.164 2.038 0.036 -0.031 0.021 -0.090
C 2.219 2.307 2.389 -0.024 0.000 -0.019 -0.066
C 1.877 3.520 1.813 -0.028 -0.021 -0.016 -0.064
C 0.838 3.578 0.894 0.005 0.015 0.027 -0.042
C 0.125 2.442 0.526 -0.047 0.067 -0.029 -0.282
C -1.000 2.564 -0.468 -0.032 0.000 -0.020 -0.048
C 0.402 -1.687 1.499 -0.250 -0.098 -0.220 -0.320
C -0.114 -2.345 2.598 0.050 -0.022 0.179 -0.054
C 0.480 -3.535 3.019 -0.056 0.091 0.001 -0.060
C 1.550 -4.059 2.315 0.076 0.052 -0.112 -0.054
C 2.048 -3.404 1.188 0.045 -0.029 0.208 -0.024
C 1.478 -2.210 0.783 0.197 -0.106 -0.110 -0.319
C 1.945 -1.458 -0.417 -0.585 0.660 -0.301 -0.165
H -2.341 0.858 4.179 0.006 0.016 0.005 0.088
H -1.457 1.895 3.059 0.001 0.002 -0.007 0.093
H -0.862 0.284 3.414 -0.003 0.003 -0.007 0.062
H -4.421 0.779 3.171 -0.004 -0.004 0.001 0.118
H -5.917 -0.066 1.420 0.001 0.001 -0.001 0.113
H -4.976 -1.050 -0.657 -0.001 0.000 -0.001 0.111
H -2.529 -1.130 -0.953 0.010 -0.006 0.004 0.087
H 1.776 0.217 2.498 0.006 -0.009 -0.009 0.110
H 3.023 2.247 3.109 -0.001 -0.001 0.004 0.110
H 2.412 4.422 2.079 0.002 -0.002 0.006 0.110
H 0.563 4.531 0.456 0.012 -0.005 -0.005 0.114
H -1.047 3.575 -0.871 0.005 -0.014 -0.013 0.083
H -1.968 2.338 -0.017 0.011 0.006 0.017 0.083
H -0.877 1.872 -1.309 0.024 -0.003 0.012 0.056
H -0.990 -1.965 3.108 0.003 -0.025 -0.007 0.107
H 0.082 -4.062 3.875 -0.005 -0.005 -0.003 0.111
H 1.994 -4.996 2.624 -0.013 -0.006 0.010 0.112
H 2.870 -3.830 0.627 -0.002 -0.019 0.007 0.118
H 2.561 -2.039 -1.100 -0.044 -0.017 -0.085 0.071
H 2.382 -0.481 -0.193 0.480 -0.266 0.267 0.045